The following is a DFT calculation (ωB97M-V/def2-TZVPD) of a single C19H26N2O5 molecule.

## Properties
SMILES: CCCCOC(=O)Cn1c(=O)n(CC(=O)OCCCC)c2ccccc21
ΔE to the lowest compared entry with this formula, charge and spin: 0.000 eV

```
52
Properties=species:S:1:pos:R:3:mulliken_charge:R:1
C -3.147 3.369 0.238 -1.38
C -3.305 2.001 0.889 0.29
C -4.316 1.134 0.141 -0.50
C -4.416 -0.268 0.736 -0.79
O -3.168 -0.950 0.607 -0.25
C -3.018 -1.799 -0.402 0.66
O -3.875 -2.117 -1.182 -0.63
C -1.585 -2.328 -0.443 -0.89
N -0.650 -1.318 -0.042 0.16
C 0.105 -1.387 1.111 0.61
O 0.192 -2.330 1.864 -0.73
N 0.745 -0.170 1.236 0.07
C 1.699 0.123 2.264 -0.84
C 3.094 0.376 1.696 0.61
O 3.877 1.152 2.176 -0.63
O 3.308 -0.376 0.625 -0.22
C 4.551 -0.231 -0.066 -0.70
C 4.343 0.340 -1.468 -0.34
C 3.863 -0.694 -2.487 -0.72
C 2.442 -1.175 -2.224 -0.51
C 0.403 0.646 0.179 0.86
C 0.783 1.932 -0.151 -0.61
C 0.237 2.481 -1.303 -0.85
C -0.658 1.770 -2.091 -1.04
C -1.043 0.477 -1.765 -0.56
C -0.499 -0.076 -0.622 0.30
H -4.097 3.897 0.222 0.43
H -2.791 3.263 -0.784 0.24
H -2.427 3.970 0.788 0.36
H -3.634 2.123 1.924 0.43
H -2.339 1.493 0.902 -0.25
H -5.304 1.596 0.177 0.50
H -4.019 1.051 -0.907 0.18
H -4.621 -0.223 1.808 0.36
H -5.192 -0.850 0.229 0.42
H -1.372 -2.693 -1.452 0.26
H -1.488 -3.155 0.269 0.52
H 1.740 -0.754 2.920 0.49
H 1.399 0.997 2.852 0.29
H 5.194 0.428 0.525 0.44
H 4.998 -1.228 -0.117 0.30
H 5.299 0.750 -1.801 0.38
H 3.624 1.160 -1.410 0.15
H 4.547 -1.546 -2.478 0.32
H 3.909 -0.244 -3.481 0.34
H 2.365 -1.630 -1.241 0.15
H 2.151 -1.911 -2.970 0.41
H 1.747 -0.340 -2.275 0.02
H 1.479 2.487 0.459 0.56
H 0.514 3.484 -1.591 0.46
H -1.061 2.231 -2.980 0.40
H -1.736 -0.074 -2.381 0.54
```

The following is a DFT calculation (ωB97M-V/def2-TZVPD) of a molecular structure, C19H26N5O16Y in a non-equilibrium geometry.

```
67
Properties=species:S:1:pos:R:3:mulliken_charge:R:1
Y 0.724 -3.843 0.922 1.67
N -0.746 -5.535 -1.024 1.48
O 0.462 -5.282 -1.128 -0.73
O -1.334 -6.276 -1.823 -0.61
O -1.236 -5.074 -0.036 -0.69
N 3.765 -4.249 0.459 1.52
O 3.046 -5.171 0.747 -0.79
O 4.949 -4.288 0.320 -0.61
O 3.085 -3.226 0.343 -0.74
N -0.470 -1.691 -0.618 1.72
O 0.598 -2.255 -0.775 -0.77
O -1.057 -2.194 0.294 -0.87
O -0.951 -0.778 -1.301 -0.59
C -0.569 3.194 -1.043 -0.35
C 0.688 3.498 -1.490 -0.27
C 1.169 4.783 -1.501 -0.59
C 0.429 5.804 -0.974 0.10
C -0.887 5.541 -0.530 -0.51
C -1.337 4.224 -0.644 -0.33
N 0.964 7.181 -0.955 0.95
O 0.365 8.027 -0.282 -0.58
O 2.014 7.408 -1.522 -0.58
H -0.919 2.180 -1.168 0.45
H 1.377 2.740 -1.833 0.42
H 2.136 5.027 -1.916 0.45
H -1.537 6.293 -0.108 0.46
H -2.373 3.981 -0.464 0.38
C 2.830 -1.249 -3.699 -0.70
C 1.672 -0.546 -3.504 0.14
C 1.127 0.268 -4.470 -0.17
C 1.675 0.312 -5.737 -0.04
C 2.850 -0.495 -5.993 -0.65
C 3.366 -1.244 -4.959 -0.26
N 1.008 1.161 -6.767 1.00
O 0.131 1.894 -6.386 -0.59
O 1.301 1.053 -7.935 -0.60
H 3.376 -1.748 -2.911 0.47
H 1.207 -0.587 -2.530 0.13
H 0.336 0.898 -4.091 0.48
H 3.388 -0.490 -6.930 0.42
H 4.201 -1.882 -5.208 0.36
C -3.092 -4.136 3.396 -1.10
C -1.738 -3.463 3.486 0.86
O -0.875 -3.819 2.630 -0.64
C -1.502 -2.441 4.618 -1.18
H -3.787 -3.912 4.205 0.39
H -2.869 -5.202 3.374 0.34
H -3.600 -3.910 2.458 0.31
H -1.327 -3.051 5.504 0.47
H -2.397 -1.825 4.701 0.41
H -0.635 -1.784 4.549 0.19
C -3.352 0.874 1.212 -0.55
O -2.434 1.356 2.214 -0.43
C -1.196 0.627 2.294 0.66
C -0.200 1.161 3.274 -0.78
O -0.745 0.977 4.620 -0.31
C 0.083 1.333 5.717 -0.77
H -2.770 0.650 0.319 0.20
H -3.991 1.731 0.999 0.26
H -3.940 0.044 1.605 0.24
H -0.741 0.792 1.317 0.07
H -1.375 -0.439 2.427 -0.24
H -0.015 2.226 3.136 0.47
H 0.755 0.642 3.188 0.33
H -0.503 1.564 6.607 0.24
H 0.708 2.172 5.412 0.32
H 0.718 0.469 5.910 0.29
```

| no. | E_HOMO (eV) |
| --- | --- |
| 1 | -8.3 |
| 2 | -9.8 |